Formula: C3H6N2S
Source: OMol25
Level of theory: wB97M-V/def2-TZVPD

Calculated values
LUMO = 0.012 Ha
E_HOMO = -7.69 eV
calculated total energy = -625.59178 Eh
HOMO-LUMO gap = 8.019 eV
SMILES string = NC(N)=CC=S
strongest force on any atom = 2.8 eV/A

Structure (ORCA input):
```
! RIJCOSX wB97M-V def2-TZVPD def2/J DEFGRID3
* xyz 0 1
N -0.856 -1.067 0.596
C -0.518 0.057 -0.037
N -1.578 0.915 -0.375
C 0.783 0.471 -0.355
C 1.917 -0.268 -0.044
S 3.492 0.035 -0.395
H -1.848 -1.307 0.544
H -0.219 -1.835 0.604
H -1.333 1.907 -0.431
H -2.415 0.815 0.176
H 0.887 1.447 -0.814
H 1.687 -1.169 0.530
*
```

Results of the natural (NBO) charge analysis, in e, for atoms 1 through 4:
1. N -0.779
2. C 0.470
3. N -0.795
4. C -0.457